No. 1
A molecular structure, C5H4IrNO5 at a distorted geometry. Source: the Open Molecules 2025 dataset; level of theory: ωB97M-V/def2-TZVPD.

Each line ends with the Löwdin charge.
Geometry (Å):
1 O -0.066 3.215 0.293  0.407
2 C -0.009 2.207 -0.323  -0.147
3 Ir -0.011 -0.251 -0.491  1.398
4 C 0.017 -2.122 -0.009  -0.178
5 O 0.031 -3.270 0.084  0.335
6 C -0.072 -0.810 -2.368  -0.084
7 O -0.120 -1.130 -3.490  0.347
8 C 1.975 -0.028 -0.356  -0.100
9 O 3.099 0.060 -0.089  0.313
10 C -1.974 -0.008 -0.333  -0.113
11 O -3.104 0.032 -0.099  0.320
12 H 0.197 1.865 -1.368  0.098
13 N 0.009 0.042 1.807  0.048
14 H -0.793 0.532 2.227  0.120
15 H 0.811 0.533 2.225  0.121
16 H 0.010 -0.867 2.290  0.114

As for the multiplicity: 6. As for the expectation value of S²: 8.768. The net charge is +3. For the gap between HOMO and LUMO (alpha / beta), the calculation gives 6.775 / 7.201 eV. The HOMO energy (alpha / beta) is -21.839 / -26.947 eV.

=====

No. 2
A single C3H8N2O molecule at a distorted geometry. Source: the Open Molecules 2025 dataset; level of theory: ωB97M-V/def2-TZVPD.

Each line ends with the Löwdin charge.
Geometry (Å):
1 C -1.322 0.598 0.973  -0.138
2 C -0.916 0.267 -0.463  -0.231
3 C 0.790 0.851 -0.764  -0.044
4 N 1.629 -0.083 -0.804  -0.067
5 N 1.212 -1.325 -0.586  -0.154
6 O 1.975 -2.050 0.350  -0.059
7 H -2.408 0.616 1.074  0.069
8 H -0.917 -0.135 1.671  0.070
9 H -0.951 1.578 1.269  0.068
10 H -1.348 1.014 -1.133  0.080
11 H -1.450 -0.610 -0.849  0.094
12 H 1.002 1.847 -1.129  0.090
13 H 0.057 -1.110 -0.325  0.138
14 H 2.648 -1.457 0.718  0.084

The net charge is 0. For the gap between HOMO and LUMO, the calculation gives 9.538 eV. The HOMO energy is -8.537 eV.